Computed, not measured: an isolated molecule of C3H3NO2, with wB97M-V/def2-TZVPD.

Computed properties:
Energy relative to the best compared isomer or geometry (same formula, charge and spin): 111.30 kcal per mole
Strongest force on any atom: 1.84 eV/A

Each line ends with the Löwdin charge.
Atoms and positions in Å:
O -0.255 -1.448 -0.641  0.085
C -0.116 -0.294 0.031  -0.299
C 0.102 0.899 -0.808  -0.193
O 0.114 0.773 -2.019  0.056
C -0.339 -0.225 1.434  -0.321
N -0.615 -0.149 2.584  0.166
H -0.032 -1.233 -1.573  0.124
H 0.908 -0.190 1.296  0.244
H 0.233 1.867 -0.305  0.138


Computed, not measured: an isolated molecule of C3H3NO2, with wB97M-V/def2-TZVPD.

Computed properties:
SMILES: O=c1cc[nH]o1
Energy relative to the best compared isomer or geometry (same formula, charge and spin): 93.11 kcal per mole
Strongest force on any atom: 9.61 eV/A

Each line ends with the Löwdin charge.
Atoms and positions in Å:
O -0.533 2.401 -0.453  0.044
C -0.269 1.203 -0.218  -0.411
C 0.049 -0.029 -1.038  0.068
C 0.240 -0.945 -0.022  -0.178
N 0.561 -0.322 1.040  -0.012
O 0.070 0.970 1.103  0.064
H -0.093 -0.294 -2.001  0.063
H 0.059 -2.030 -0.096  0.153
H -0.084 -0.955 1.685  0.209


Computed, not measured: an isolated molecule of C3H3NO2, with wB97M-V/def2-TZVPD.

Computed properties:
SMILES: O=c1cc[nH]o1
Energy relative to the best compared isomer or geometry (same formula, charge and spin): 52.36 kcal per mole
Strongest force on any atom: 1.40 eV/A

Each line ends with the Löwdin charge.
Atoms and positions in Å:
O 0.576 -1.908 -1.484  0.100
C 0.308 -0.984 -0.781  -0.475
C -0.442 -0.801 0.473  0.021
C -0.408 0.536 0.756  -0.096
N 0.323 1.165 -0.147  0.008
O 0.788 0.293 -1.110  0.055
H -0.966 -1.545 1.034  0.099
H -0.853 1.150 1.506  0.126
H 0.672 2.095 -0.246  0.161


Computed, not measured: a cluster of 2 separate species, C3H3NO2 in total, with wB97M-V/def2-TZVPD.

Computed properties:
Spin multiplicity: 3
Energy relative to the best compared isomer or geometry (same formula, charge and spin): 101.05 kcal per mole
Strongest force on any atom: 2.06 eV/A

Each line ends with the Löwdin charge.
Atoms and positions in Å:
C -1.346 0.792 0.202  -0.015
C -0.375 0.203 -0.360  -0.095
C -1.350 -0.832 -0.160  -0.096
N 2.368 0.391 -0.167  -0.258
O 2.721 0.588 0.930  0.113
O 2.759 -0.163 -1.132  0.105
H -1.782 1.441 0.927  0.075
H -1.072 -1.298 0.806  0.090
H -1.924 -1.122 -1.046  0.081